(1)
C2HHgO3 | ωB97M-V with the def2-TZVPD basis set

The geometry in XYZ format:
```
7
Properties=species:S:1:pos:R:3:mulliken_charge:R:1
O 0.623 -2.166 1.223 -0.379
H -0.130 -2.688 0.896 0.397
O 0.202 1.209 -0.132 -0.022
O -0.512 1.084 -1.271 -0.403
C 0.282 0.161 0.587 0.359
C 0.428 -0.903 1.167 0.291
Hg -0.894 3.303 -2.469 0.757
```

Calculated values
Electronic energy in eV: -12391.312
⟨S²⟩: 2.0253
HOMO (spin up / spin down) in eV: -14.32 / -14.61
HOMO-LUMO gap (spin up / spin down) in eV: 10.433 / 6.646
Charge: +1
Energy above the lowest of the compared OMol25 structures with the same formula, charge and spin in kJ/mol: 560.9
Multiplicity: 3



(2)
C13H23BEuF4NP | ωB97M-V with the def2-TZVPD basis set

The geometry in XYZ format:
```
44
Properties=species:S:1:pos:R:3:mulliken_charge:R:1
C 3.029 -3.732 1.510 -0.821
C 3.382 -2.902 0.402 -0.893
C 2.544 -1.814 0.024 0.500
C 1.418 -1.539 0.729 0.628
C 1.061 -2.357 1.798 0.775
C 1.889 -3.420 2.204 -0.692
C 2.989 -0.964 -1.168 -1.020
C 2.092 -0.927 -2.455 -0.735
N 0.623 -1.019 -2.220 0.582
Eu -0.052 0.550 -0.140 0.203
C -0.300 -2.103 2.483 -1.403
P -1.404 -1.515 1.151 1.082
H 4.269 -3.150 -0.158 0.375
H 1.605 -4.071 3.056 0.327
H 3.662 -4.575 1.761 0.393
H -0.252 -1.278 3.164 0.521
H -0.704 -2.961 3.013 0.443
H 3.124 0.085 -0.847 0.334
H 3.986 -1.306 -1.527 0.350
H 2.274 0.022 -2.978 0.321
C -2.973 -0.936 1.966 -1.050
C -2.022 -3.256 0.657 -1.464
H 2.434 -1.720 -3.147 0.323
C 0.135 -2.411 -2.161 -1.123
C -0.176 -0.228 -3.194 -1.166
H -0.536 0.246 1.782 -0.064
H 0.229 -2.951 -3.127 0.343
H 0.705 -2.944 -1.384 0.301
H -0.931 -2.363 -1.876 0.272
H -0.232 -0.660 -4.207 0.307
H -1.211 -0.162 -2.789 0.393
H 0.242 0.795 -3.287 0.425
H -2.528 -3.820 1.472 0.417
H -2.750 -3.181 -0.174 0.401
H -1.168 -3.881 0.329 0.328
H -3.473 -1.666 2.632 0.364
H -2.686 -0.051 2.557 0.344
H -3.665 -0.615 1.168 0.356
H -1.976 0.111 -0.849 -0.185
F 0.333 2.703 0.111 -0.422
B -0.629 4.068 0.217 0.639
F -1.857 3.489 -0.122 -0.374
F -0.491 4.513 1.508 -0.309
F -0.086 4.978 -0.694 -0.324
```

Calculated values
Electronic energy in eV: -55509.174
⟨S²⟩: 15.7843
HOMO (spin up / spin down) in eV: -8.46 / -8.37
HOMO-LUMO gap (spin up / spin down) in eV: 7.068 / 5.420
Energy above the lowest of the compared OMol25 structures with the same formula, charge and spin in kJ/mol: 355.5
Multiplicity: 8



(3)
C4H12NO | ωB97M-V with the def2-TZVPD basis set

The geometry in XYZ format:
```
18
Properties=species:S:1:pos:R:3:mulliken_charge:R:1
C 3.166 0.758 -0.581 -0.922
C 2.147 -0.161 0.126 -0.304
C 0.702 0.248 -0.039 -0.438
C -1.396 -0.556 0.995 -0.033
N -0.146 -0.273 1.084 -0.002
H 4.171 0.346 -0.489 0.386
H 3.156 1.730 -0.007 0.364
H 2.933 0.953 -1.626 0.389
H 2.438 -0.276 1.170 0.400
H 2.296 -1.133 -0.415 0.349
H 0.280 -0.075 -0.993 0.415
H 0.563 1.333 0.071 0.343
H -1.902 -0.517 0.038 0.228
H -1.859 -0.910 1.910 0.317
H 0.285 -0.677 1.914 0.328
H -4.317 0.584 -0.745 0.363
H -4.216 -0.150 -2.044 0.362
O -3.793 -0.120 -1.166 -0.545
```

Calculated values
Electronic energy in eV: -7857.323
⟨S²⟩: 0.7536
HOMO (spin up / spin down) in eV: -19.85 / -18.02
HOMO-LUMO gap (spin up / spin down) in eV: 10.804 / 2.319
Charge: +2
Energy above the lowest of the compared OMol25 structures with the same formula, charge and spin in kJ/mol: 282.8
Multiplicity: 2



(4)
C28H29BBiCl3F4N2O4PS2Si | ωB97M-V with the def2-TZVPD basis set

The geometry in XYZ format:
```
76
Properties=species:S:1:pos:R:3:mulliken_charge:R:1
Bi 0.336 -0.310 0.198 0.964
S 2.205 -2.240 -3.705 -0.377
C 3.186 -2.688 -2.364 -0.535
C 2.708 -2.199 -1.193 -1.217
C 1.509 -1.448 -1.334 0.436
C 1.128 -1.349 -2.651 0.124
C 0.122 -0.444 -3.163 0.664
C 0.133 0.010 -4.490 -0.992
C -0.712 1.032 -4.862 -0.590
C -1.565 1.579 -3.910 -0.920
C -1.548 1.040 -2.639 -0.414
N -0.755 0.038 -2.266 0.737
H 4.070 -3.282 -2.529 0.463
H 3.193 -2.372 -0.246 0.538
H 0.839 -0.422 -5.186 0.397
H -0.692 1.427 -5.870 0.380
H -2.212 2.412 -4.139 0.440
H -2.212 1.420 -1.875 0.125
S 0.772 0.667 3.599 -0.213
C 0.080 -0.695 3.163 -0.267
C -4.734 1.307 0.138 -1.587
P -3.137 0.398 0.485 1.544
C -3.841 -0.875 1.618 -1.556
C -2.503 1.664 1.661 0.485
C -2.987 1.825 2.956 -0.329
C -2.519 2.855 3.755 -0.629
C -1.558 3.735 3.273 -0.625
C -1.074 3.590 1.983 -0.495
C -1.549 2.562 1.181 -0.336
H -5.237 1.582 1.067 0.428
H -5.393 0.671 -0.459 0.441
H -4.507 2.211 -0.427 0.388
H -4.665 -0.494 2.224 0.533
H -3.047 -1.270 2.249 0.289
H -4.210 -1.702 1.006 0.426
H -3.723 1.136 3.353 0.207
H -2.907 2.969 4.761 0.342
H -1.187 4.530 3.909 0.353
H -0.327 4.265 1.584 0.504
H -1.167 2.481 0.170 -0.013
O 4.307 1.987 -0.327 -0.653
C 5.055 1.436 0.633 0.155
C 6.384 1.864 0.732 -0.648
C 7.224 1.350 1.699 -0.280
C 6.765 0.388 2.593 -0.687
C 5.465 -0.070 2.482 -0.384
C 4.606 0.434 1.511 -0.004
C 3.240 -0.170 1.376 0.746
O 3.036 -1.317 1.768 -0.544
O 2.367 0.575 0.789 -0.396
H 3.365 1.743 -0.204 0.340
H 6.726 2.614 0.029 0.413
H 8.249 1.699 1.758 0.345
H 7.427 -0.007 3.354 0.380
H 5.083 -0.842 3.137 0.442
F 1.188 4.701 -0.150 -0.416
B 0.917 4.063 -1.375 0.506
F 1.329 2.717 -1.316 -0.324
F -0.479 4.102 -1.620 -0.434
F 1.587 4.730 -2.416 -0.382
C -2.647 -4.658 -0.256 -0.698
N -2.916 -3.645 -1.271 0.302
C -3.897 -3.871 -2.314 -0.990
C -2.295 -2.459 -1.172 -0.697
O -1.501 -2.180 -0.294 -0.105
H -3.011 -5.624 -0.602 0.369
H -3.121 -4.392 0.690 0.232
H -1.575 -4.707 -0.066 0.131
H -4.395 -4.821 -2.137 0.317
H -3.429 -3.903 -3.302 0.321
H -4.652 -3.081 -2.322 0.344
H -2.578 -1.741 -1.960 0.313
Cl -1.353 -3.209 2.746 -0.423
Si 0.518 -2.256 2.210 1.190
Cl 1.716 -3.143 3.750 -0.463
Cl 0.982 -3.923 0.822 -0.430
```

Calculated values
Electronic energy in eV: -134479.546
⟨S²⟩: 0.7558
HOMO (spin up / spin down) in eV: -1.12 / -1.86
HOMO-LUMO gap (spin up / spin down) in eV: 4.951 / 5.693
Charge: -2
Energy above the lowest of the compared OMol25 structures with the same formula, charge and spin in kJ/mol: 321.2
Multiplicity: 2



(5)
C5H14N2O | ωB97M-V with the def2-TZVPD basis set

The geometry in XYZ format:
```
22
Properties=species:S:1:pos:R:3:mulliken_charge:R:1
C -0.237 -1.734 0.151 -1.622
C 0.418 -0.665 -0.675 0.569
N -0.055 -0.468 -1.942 -0.448
C 1.303 0.260 -0.107 0.574
C 2.200 -0.147 1.036 -1.257
O 1.954 1.175 -0.948 -0.512
H 0.442 -2.589 0.248 0.329
H -0.484 -1.370 1.149 0.298
H -1.173 -2.081 -0.294 0.519
H 0.626 -0.088 -2.592 0.091
H -0.716 -1.155 -2.288 0.210
H 3.038 -0.766 0.694 0.291
H 2.622 0.743 1.510 0.347
H 1.664 -0.712 1.801 0.315
H 1.927 0.912 -1.882 0.258
C -2.419 1.189 0.941 -0.738
N -1.260 1.552 0.153 -0.599
H -2.183 1.190 2.011 0.290
H -2.812 0.193 0.696 0.199
H -3.246 1.899 0.802 0.288
H -1.479 1.451 -0.842 0.224
H -0.129 1.212 0.379 0.374
```

Calculated values
Electronic energy in eV: -10437.453
SMILES: C/C(N)=C(\C)O.CN
HOMO in eV: -7.19
HOMO-LUMO gap in eV: 7.746
Energy above the lowest of the compared OMol25 structures with the same formula, charge and spin in kJ/mol: 344.9



(6)
C22H23N4O10P | ωB97M-V with the def2-TZVPD basis set

The geometry in XYZ format:
```
60
Properties=species:S:1:pos:R:3:mulliken_charge:R:1
C 0.252 4.732 1.517 -0.660
P 2.124 4.914 1.326 0.105
O 2.563 6.168 2.432 -0.531
C 2.605 5.536 -0.414 0.257
O 2.876 6.989 -0.309 -0.338
C 1.627 7.581 -0.656 0.541
O 1.438 8.791 -0.403 -0.567
O 0.687 6.677 -1.230 -0.273
C 1.420 5.435 -1.474 0.276
N 1.720 5.195 -2.904 -0.692
H -0.093 5.428 2.375 0.351
H -0.084 3.676 1.840 0.250
H -0.360 4.982 0.586 0.113
H 2.927 5.765 3.257 0.340
H 3.649 5.150 -0.699 0.368
H 0.901 4.454 -1.171 -0.110
H 2.116 6.029 -3.370 0.298
H 0.790 5.076 -3.356 0.293
O -0.648 2.876 -0.755 -0.560
N -1.842 3.144 -0.780 1.019
O -2.295 4.256 -1.003 -0.610
C -2.790 2.059 -0.518 0.001
C -2.310 0.784 -0.222 -0.300
C -3.213 -0.238 0.049 -0.358
C -4.581 0.015 0.020 -0.633
C -5.054 1.288 -0.287 -0.428
C -4.159 2.317 -0.557 -0.295
H -1.246 0.574 -0.196 0.491
H -2.851 -1.232 0.287 0.426
H -5.283 -0.785 0.238 0.401
H -6.122 1.478 -0.311 0.375
H -4.540 3.305 -0.791 0.448
O -2.302 -1.267 3.140 -0.577
N -1.669 -2.085 2.490 1.015
O -2.173 -2.967 1.807 -0.616
C -0.207 -2.007 2.532 -0.089
C 0.407 -1.039 3.326 -0.361
C 1.795 -0.984 3.382 -0.529
C 2.559 -1.886 2.646 -0.498
C 1.939 -2.843 1.847 -0.247
C 0.551 -2.907 1.788 -0.220
H -0.177 -0.331 3.904 0.461
H 2.283 -0.240 4.002 0.394
H 3.642 -1.844 2.696 0.377
H 2.539 -3.541 1.274 0.389
H 0.081 -3.659 1.164 0.512
O 1.836 -3.942 -1.381 -0.590
N 1.794 -4.704 -2.337 0.978
O 2.249 -4.452 -3.441 -0.588
C 1.149 -6.006 -2.145 -0.036
C 0.584 -6.319 -0.911 0.118
C -0.048 -7.546 -0.741 -0.549
C -0.108 -8.451 -1.797 -0.377
C 0.468 -8.137 -3.024 -0.456
C 1.099 -6.911 -3.204 -0.368
H 0.623 -5.623 -0.080 0.298
H -0.497 -7.797 0.214 0.383
H -0.606 -9.406 -1.662 0.372
H 0.421 -8.847 -3.843 0.373
H 1.541 -6.677 -4.166 0.434
```

Calculated values
Electronic energy in eV: -58901.922
SMILES: CP(O)[C@@H]1OC(=O)O[C@H]1N.O=[N+]([O-])c1ccccc1.O=[N+]([O-])c1ccccc1.O=[N+]([O-])c1ccccc1
HOMO in eV: -8.26
HOMO-LUMO gap in eV: 7.383



Q: Which formula does entry 2 have?
A: C13H23BEuF4NP



Q: Among the records above, which one has the highest electronic energy?
A: C4H12NO



Q: Which formula does entry 6 have?
A: C22H23N4O10P